Computed, not measured: 12 unconnected molecules or ions with the total composition C48H66N6O18 in a non-equilibrium geometry, with the ωB97M-V functional and the def2-TZVPD basis.

Properties
- energy (eV) = -96641.91595
- frontier orbital gap (eV) = 8.18
- molecular weight (g/mol) = 1015.1
- SMILES = C[C@H]1COC(=O)O1.C[C@H]1COC(=O)O1.C[C@H]1COC(=O)O1.C[C@H]1COC(=O)O1.C[C@H]1COC(=O)O1.C[C@H]1COC(=O)O1.c1cc[nH]c1.c1cc[nH]c1.c1cc[nH]c1.c1cc[nH]c1.c1cc[nH]c1.c1cc[nH]c1
- ΔE to the lowest compared entry with this formula, charge and spin (kcal/mol) = 0.0
- LUMO energy (eV) = 0.08
- HOMO energy (eV) = -8.09

The geometry in XYZ format:
```
138
Properties=species:S:1:pos:R:3:forces:R:3:lowdin_charge:R:1
H 6.785909 13.539979 11.071265 0.134 -0.101 -0.181 0.1011
H 14.696376 8.936456 21.926704 -0.118 -0.326 -0.040 0.1039
H 12.172436 9.269273 18.225739 -0.372 -0.247 -0.264 0.0809
H 9.959511 12.661348 13.715026 0.228 -0.256 -0.371 0.0849
C 9.469344 5.555323 13.890140 0.394 -0.321 0.498 -0.1230
C 15.145464 4.767143 15.133151 -0.165 0.137 0.028 -0.3002
H 12.496319 11.749529 10.427931 0.100 0.104 0.260 0.0766
H 16.609175 11.080759 11.889735 0.358 0.423 0.533 0.1363
C 8.083847 13.148955 18.662853 0.805 0.038 0.581 -0.3033
C 13.970371 5.147530 14.261355 0.443 -0.132 -0.624 -0.0266
H 17.492520 8.923369 10.977170 -0.108 0.184 -0.220 0.0904
C 16.590718 8.987500 11.581360 -0.146 -0.840 0.806 -0.0110
C 9.914402 5.222450 16.094131 0.622 -0.543 -0.660 -0.1048
C 12.043598 12.701485 10.218935 -0.276 0.236 -1.156 -0.0959
O 11.639448 9.707982 13.931574 0.541 -0.532 -0.914 0.0704
H 16.351898 10.724240 18.541310 -0.076 -0.065 -0.198 0.1085
H 11.168362 8.196215 9.159033 -0.380 -0.115 -0.002 0.1554
O 6.784882 11.641609 17.447945 0.139 -0.059 0.152 0.0551
C 11.328474 14.404059 16.827095 -0.128 0.156 0.075 -0.0974
H 8.291835 11.917715 20.403920 0.369 -0.177 -0.138 0.0779
H 7.344499 7.149012 21.368487 -0.149 0.307 0.033 0.1468
C 8.521369 6.830857 19.681684 0.738 -0.096 0.252 -0.1266
H 8.561705 11.104750 18.301860 0.313 -0.224 -0.508 0.0987
H 9.786574 12.857923 19.996908 0.036 -0.137 -0.044 0.0867
C 15.759350 9.985605 19.053780 0.249 0.084 0.337 -0.1276
H 15.684300 8.906786 10.980769 0.052 0.437 -0.136 0.0739
H 15.362852 16.241089 10.627357 0.135 -0.102 0.106 0.0937
H 10.071711 9.723383 19.473772 -0.094 0.120 0.164 0.0673
H 17.141953 5.591140 15.149553 0.142 0.312 0.118 0.1345
H 15.666329 3.935913 14.656642 0.021 -0.076 0.146 0.1478
C 11.528052 8.952146 15.127667 0.381 -1.121 0.988 -0.0690
O 18.202907 13.618421 13.101750 -0.160 -0.187 -0.147 0.1786
C 16.146234 5.895488 15.465633 -0.209 -0.496 -0.084 -0.0710
H 10.487380 8.907209 15.444519 -0.006 0.475 0.081 0.1263
H 14.460115 14.064517 11.356821 0.113 -0.325 -0.043 0.1197
C 7.293779 13.055368 11.886210 0.017 0.177 0.730 -0.1316
C 14.916891 8.973644 20.872620 -0.016 0.683 0.494 -0.1367
C 11.644801 14.204239 15.463575 -0.434 -0.637 -0.808 -0.1084
H 15.932891 10.845029 20.961328 0.052 -0.164 0.160 0.1388
C 12.396362 8.991921 10.717511 -1.272 0.245 0.549 -0.0909
H 12.570914 10.859743 17.885963 0.165 0.158 -0.516 0.0929
C 9.401690 6.128925 15.131907 -0.789 0.450 0.822 -0.1330
C 14.898860 14.097500 12.353778 -0.181 1.027 -0.237 -0.0819
O 18.573633 9.530796 15.280673 0.169 -0.287 0.195 0.1793
C 11.907882 6.883938 11.424284 -0.703 0.306 -0.139 -0.5626
H 8.918920 9.266313 10.116428 0.055 -0.280 -0.187 0.0918
C 11.666580 13.730791 11.106358 0.500 -0.420 1.186 -0.1568
H 8.576377 14.049595 18.297519 -0.430 0.042 -0.497 0.1264
H 16.583016 8.080467 12.203162 0.059 0.070 -0.050 0.0901
H 13.977870 16.717102 11.563443 0.020 0.120 0.239 0.0836
C 11.019052 8.540859 10.187765 0.250 0.035 -0.158 -0.3120
C 12.506606 9.599470 16.113582 0.124 2.359 -0.681 -0.2239
O 12.603469 11.658935 13.324517 0.565 -0.521 -0.864 0.1082
C 8.457495 8.836302 20.686972 0.333 -0.325 0.820 -0.1368
C 9.428833 8.896980 19.723510 -0.062 -0.331 0.039 -0.1220
H 14.805994 9.584325 13.300575 0.048 -0.302 0.484 0.1269
H 14.371292 5.560412 13.328542 -0.106 0.166 0.105 0.0848
C 17.729221 9.669849 14.465109 -0.194 0.189 -0.376 -0.5579
C 15.123901 8.850554 18.647308 -0.484 -0.678 0.051 -0.1166
N 7.954777 7.563005 20.687555 -0.214 -0.396 -0.424 0.0070
O 6.683214 13.368740 18.839672 -0.005 0.059 -0.007 0.0901
O 16.076365 13.305968 12.421464 -0.295 -0.563 0.236 0.0467
O 16.099061 6.002828 16.886008 0.075 0.147 -0.007 0.0648
H 11.725309 12.650448 7.998095 0.103 -0.017 0.006 0.1117
C 15.197165 5.146058 17.392705 -0.266 -0.270 -0.231 -0.5695
H 11.821915 13.606235 12.167988 -0.165 0.401 0.036 0.0693
H 9.321597 13.441415 11.401814 -0.083 0.112 0.080 0.0983
O 12.862323 7.841649 11.440952 0.510 -0.038 -0.590 0.0526
C 15.396162 15.525063 12.657458 0.154 -0.175 0.428 -0.3045
C 8.699284 12.858421 20.019347 -0.855 -0.087 0.526 -0.0205
H 13.282010 5.864518 14.705469 0.043 -0.005 0.156 0.0812
C 17.135394 14.043476 12.803319 0.318 0.841 -0.100 -0.5539
O 12.048310 5.748214 11.729467 0.393 -0.279 0.418 0.1577
H 10.061176 7.459504 18.207111 0.076 -0.538 0.160 0.0733
H 15.575064 17.499029 11.838286 -0.175 0.081 0.086 0.0875
N 8.643637 13.180318 12.103397 0.283 -0.481 -0.740 0.0189
O 14.701118 4.334667 16.428764 0.085 0.144 -0.072 0.0815
C 7.842101 12.063262 13.844232 0.357 0.673 -0.272 -0.0892
H 15.874611 6.858710 15.043244 0.025 0.076 -0.126 0.1159
C 8.166807 11.935307 17.719720 -0.906 0.453 0.407 -0.0702
N 15.642879 10.050166 20.422336 -0.110 -0.092 -0.517 -0.0001
C 11.667764 13.126330 8.962712 -0.061 -0.099 0.060 -0.1213
C 11.101537 14.758503 10.407565 -0.424 -0.519 -0.752 -0.1306
C 5.973677 12.411889 18.213330 0.135 -0.172 -0.602 -0.5649
C 15.057124 16.565561 11.626228 0.040 -0.088 -0.424 -0.0232
H 14.152508 13.793746 13.084769 0.140 -0.385 0.002 0.1126
H 13.430268 4.257751 13.941128 -0.212 0.039 0.249 0.0822
H 11.828982 7.908030 15.010403 -0.078 0.084 -0.620 0.1211
O 12.763802 10.891423 15.405166 0.546 -0.760 -0.526 0.0506
C 9.000404 12.520742 13.243546 -0.646 0.292 1.019 -0.1357
H 15.037043 8.411119 17.667906 0.283 0.295 -0.183 0.0769
H 10.170468 16.136553 17.689251 -0.105 -0.297 0.181 0.1114
H 12.220008 13.412912 15.005038 0.062 -0.038 0.282 0.0701
H 9.992295 9.974397 11.353866 -0.351 -0.525 0.134 0.0886
C 6.774457 12.418251 12.984493 -0.462 -0.040 -0.003 -0.1100
H 10.950489 10.319086 17.423060 -0.023 -0.091 -0.073 0.0721
H 8.284674 5.794664 19.512467 -0.195 0.035 0.009 0.1090
H 13.038043 9.301745 9.897597 0.425 -0.287 0.170 0.1324
H 8.993797 5.812849 12.961522 0.350 0.185 -0.160 0.1109
H 9.836136 16.817536 15.418477 -0.044 -0.106 -0.305 0.1465
H 15.300467 11.075086 14.089783 0.343 0.285 -0.288 0.1283
C 10.383796 4.138379 15.381286 0.021 0.518 0.664 -0.1409
O 14.859057 5.101590 18.528286 0.062 -0.014 0.321 0.1594
H 15.073526 15.813796 13.660962 -0.159 0.197 -0.134 0.1527
C 9.937072 9.563318 10.334818 0.572 1.563 0.731 -0.0108
O 10.729728 7.405043 11.009287 0.295 -0.250 -0.290 0.0786
C 16.671612 10.195668 12.512869 -0.023 -0.747 -0.645 -0.2849
N 10.322776 15.960191 15.607625 -0.098 -0.040 -0.167 0.0156
H 11.003051 15.329320 13.661250 -0.249 0.008 -0.036 0.0966
H 10.541511 15.629593 10.701281 0.280 0.157 0.131 0.1134
H 8.950355 7.064680 15.430932 -0.195 -0.013 -0.419 0.0874
N 11.088908 14.353315 9.086081 -0.029 0.358 0.211 0.0137
H 13.938115 7.336641 19.781000 0.200 -0.187 0.158 0.0891
H 10.691779 14.888834 8.335204 0.060 -0.038 -0.042 0.1467
C 15.674844 10.143561 13.666302 -0.536 -0.144 -0.636 -0.0946
C 14.569198 8.207429 19.800136 0.038 0.463 -0.297 -0.0986
O 16.823935 15.365484 12.760081 -0.057 -0.391 0.024 0.0814
C 12.001405 10.033248 17.458747 0.142 -0.621 1.028 -0.0187
O 4.797479 12.269413 18.270974 -0.129 0.139 0.156 0.1657
H 8.343662 13.591473 20.747364 0.275 0.259 -0.164 0.0891
O 17.931350 10.061561 13.192253 0.052 0.677 0.094 0.0880
C 10.951746 15.125151 14.716355 0.664 0.667 0.585 -0.1284
H 8.209468 9.476811 21.517451 -0.082 0.279 -0.240 0.1063
H 7.734785 11.738806 14.864556 0.050 -0.395 -0.085 0.0691
H 10.201229 10.485944 9.799800 -0.161 -0.389 -0.544 0.0772
C 10.529870 15.522366 16.879852 0.185 0.154 0.130 -0.1505
H 11.610059 13.767627 17.649214 0.182 0.156 0.087 0.0890
H 13.505144 9.167450 16.112998 -0.225 -0.563 0.329 0.1361
C 9.491128 7.609740 19.111299 -0.329 0.986 -0.780 -0.1039
H 10.921624 3.289539 15.767976 -0.033 -0.173 -0.305 0.1095
H 8.650602 12.139410 16.770099 0.313 -0.125 0.091 0.1120
H 9.958130 5.304995 17.166092 0.037 0.223 0.010 0.0759
H 5.726753 12.305108 13.217075 0.010 -0.154 -0.176 0.0935
C 12.443369 10.764331 14.105237 -1.688 1.325 1.925 -0.5959
H 12.238832 9.807116 11.425830 0.331 0.005 0.034 0.0927
H 10.342405 3.704794 13.335282 -0.002 0.122 -0.093 0.1457
O 16.398604 9.452967 14.676284 -0.117 -0.115 0.245 0.0415
N 10.134216 4.363587 14.064069 -0.336 -0.361 -0.320 0.0152
```
Forces are in eV/Å.